A molecular structure, C17H43AsF6MgN2O13 in a non-equilibrium geometry, computed with the ωB97M-V functional and the def2-TZVPD basis.

Summary:
- Strongest force on any atom: 3.74 eV/Å
- Orbital gap: 3.162 eV
- Total energy: -130495.8952 eV
- Relative energy (zero: lowest compared OMol25 entry of this formula, charge and spin): 1002.7 kJ/mol
- Lowest unoccupied orbital energy: -5.403 eV

XYZ file:
```
83
C17H43AsF6MgN2O13, DFT the ωB97M-V functional and the def2-TZVPD basis
Mg -0.9082 3.6284 1.8872
N 0.3608 1.4607 6.3246
O 0.2248 1.6882 5.1155
O 1.3552 0.7612 6.7128
O -0.3299 2.0505 7.0916
As -1.0792 -0.7633 -2.1952
F -0.8945 -2.0931 -3.4263
F 0.6423 -1.0500 -1.6861
F -1.1441 0.5692 -0.9699
F -2.8268 -0.5645 -2.5499
F -1.5205 -1.9570 -0.9262
F -0.7199 0.3892 -3.5283
C 1.5907 -7.8728 -2.5568
N 2.3682 -7.3385 -1.4074
O 1.8437 -7.3302 -0.3019
O 3.5781 -7.1738 -1.5922
H 1.2299 -6.9211 -2.9469
H 0.7734 -8.5139 -2.2268
H 2.2674 -8.3581 -3.2601
C 1.3521 -2.5865 -10.5803
O 0.1395 -1.8701 -10.6755
C -0.6753 -2.0781 -9.5705
C -1.9640 -1.2844 -9.6192
O -2.7386 -1.7272 -10.7123
C -4.0284 -1.1887 -10.6440
H 2.1819 -2.1230 -11.1137
H 1.2037 -3.5732 -11.0192
H 1.6334 -2.8351 -9.5570
H -0.1420 -1.6357 -8.7291
H -0.8169 -3.1468 -9.4099
H -1.6123 -0.2529 -9.6409
H -2.4421 -1.4535 -8.6544
H -4.6379 -1.7566 -11.3470
H -4.0392 -0.1221 -10.8686
H -4.6083 -1.2752 -9.7251
C 3.5973 -6.0603 9.5401
O 3.9050 -5.3507 8.3529
C 4.7876 -6.0668 7.4047
C 4.3349 -5.7141 6.0201
O 3.8636 -4.3743 6.0038
C 3.0695 -4.1646 4.7679
H 4.5459 -6.2807 10.0296
H 3.0280 -6.9894 9.5680
H 2.9884 -5.4708 10.2255
H 4.6164 -7.1250 7.6020
H 5.8603 -5.9337 7.5453
H 3.5820 -6.4571 5.7571
H 5.1889 -5.9591 5.3886
H 3.5816 -4.4385 3.8455
H 2.9054 -3.0898 4.6895
H 2.1733 -4.7833 4.8125
C -2.3789 5.8107 -1.1368
O -1.1569 5.4076 -0.6683
C -0.0334 6.1783 -1.2913
C 1.3101 5.4019 -0.9941
O 1.2969 4.8058 0.2586
C 2.5362 4.2897 0.7366
H -3.2196 5.6303 -0.4668
H -2.5244 5.5469 -2.1843
H -2.3309 6.8934 -1.2538
H 0.0080 7.2147 -0.9564
H -0.1735 6.1486 -2.3719
H 2.0913 6.1095 -1.2718
H 1.5197 4.5324 -1.6172
H 2.3388 3.2847 1.1096
H 2.9186 4.8510 1.5892
H 3.2724 4.3304 -0.0662
C -1.1530 6.7223 4.3853
O -1.9598 5.6846 3.8370
C -3.3178 5.7456 4.3952
C -4.0938 4.3897 4.3799
O -3.6774 3.8032 3.1602
C -4.8323 3.0450 2.7117
H -1.1675 6.9164 5.4578
H -1.3117 7.6717 3.8739
H -0.0945 6.4689 4.3263
H -3.7341 6.6510 3.9534
H -3.3358 6.0631 5.4377
H -5.1361 4.6876 4.4938
H -3.9795 3.8112 5.2966
H -5.7922 3.5579 2.7722
H -4.8539 2.0735 3.2054
H -4.6798 2.8291 1.6542
```